The following is a quantum chemistry calculation of a single C4H8O molecule in a non-equilibrium geometry, from the Open Molecules 2025 dataset.

Results
HOMO energy: -8.23 eV
Energy relative to the best compared isomer or geometry (same formula, charge and spin): 81.07 kcal per mole
E: -232.3164 hartree

XYZ file:
```
13
C4H8O (ωB97M-V/def2-TZVPD)
C -2.222 -0.188 -0.343
C -1.028 0.506 0.116
C 0.360 -0.372 0.140
C 1.724 0.273 0.400
O 2.740 0.017 -0.532
H -3.004 0.028 0.344
H -2.492 0.257 -1.294
H -2.018 -1.230 -0.396
H -1.058 1.548 0.084
H 0.134 -1.386 -0.233
H 2.170 0.085 1.535
H 1.474 1.326 0.447
H 3.219 -0.866 -0.267
```